A structure of composition C47H47Cl2CrN3O4PSi at a distorted geometry. Source: the Open Molecules 2025 dataset; level of theory: the ωB97M-V functional and the def2-TZVPD basis.

Computed properties:
Lowest unoccupied orbital energy (alpha / beta), eV: -0.29 / -0.47
Frontier orbital gap (alpha / beta), hartree: 0.258 / 0.255
Spin multiplicity: 4
Expectation value of S²: 3.790
Molar mass, g/mol: 899.9
Energy, Ha: -4880.2343
Maximum force, eV/A: 1.17

XYZ file:
```
106
Properties=species:S:1:pos:R:3:forces:R:3:lowdin_charge:R:1
Cr -0.2238 -0.3396 -0.3370 0.856 -0.232 0.441 0.754
C -3.1636 -1.5706 1.7630 -0.030 0.053 -0.034 -0.153
Si -1.4180 -1.9487 2.3369 0.028 0.082 0.054 0.437
C -1.4677 -1.7989 4.2172 -0.044 -0.027 -0.012 -0.158
C -1.0834 -3.7350 1.8604 -0.002 -0.031 -0.042 -0.158
N -0.2853 -0.7404 1.7188 -0.218 -0.085 -0.126 -0.158
C 0.8494 -0.5847 2.5557 -0.078 0.067 -0.002 -0.299
C 1.4553 -1.6507 3.2233 -0.010 0.021 -0.021 -0.074
C 2.4603 -1.4729 4.1662 -0.026 0.016 -0.018 -0.080
C 2.8852 -0.1968 4.4853 -0.003 -0.007 -0.010 -0.086
C 2.3400 0.8895 3.8109 0.024 0.038 0.007 -0.023
C 1.3818 0.6891 2.8355 0.062 0.011 -0.035 -0.215
O 0.8816 1.7030 2.0565 -0.088 0.004 0.006 0.000
C 1.3305 2.9955 2.1396 0.005 0.028 -0.038 -0.269
C 0.3786 3.9759 2.3754 -0.010 -0.001 -0.006 0.000
C 0.7514 5.3125 2.3445 0.019 0.012 -0.012 -0.076
C 2.0685 5.6662 2.0869 0.002 -0.023 0.003 -0.093
C 3.0136 4.6737 1.8561 -0.024 0.041 0.015 -0.079
C 2.6509 3.3355 1.8758 0.048 -0.018 -0.019 -0.028
H -3.8217 -2.3126 2.2255 0.016 0.003 0.025 0.040
H -3.3031 -1.6486 0.6864 -0.023 -0.022 0.022 0.007
H -3.4984 -0.5815 2.0852 0.009 -0.005 -0.027 0.034
H -2.4919 -1.9550 4.5679 0.018 -0.021 -0.014 0.030
H -1.1484 -0.8076 4.5473 -0.013 0.000 0.001 0.038
H -0.8318 -2.5312 4.7160 0.015 0.024 0.008 0.030
H -1.4043 -4.3966 2.6701 0.004 -0.007 -0.011 0.038
H -0.0352 -3.9396 1.6414 0.011 0.004 0.000 0.023
H -1.6508 -4.0080 0.9671 0.009 -0.005 0.004 0.022
H 1.1178 -2.6539 3.0001 0.001 -0.030 0.008 0.093
H 2.8916 -2.3354 4.6578 -0.003 0.001 -0.006 0.103
H 3.6437 -0.0359 5.2400 -0.002 0.000 -0.004 0.100
H 2.6765 1.8939 4.0300 0.009 -0.020 0.004 0.114
H -0.6408 3.6655 2.5664 0.002 0.012 0.023 0.115
H 0.0103 6.0805 2.5261 -0.003 -0.008 0.000 0.103
H 2.3583 6.7083 2.0663 0.001 -0.001 0.001 0.100
H 4.0431 4.9437 1.6561 0.001 -0.006 -0.004 0.105
H 3.3751 2.5556 1.6822 -0.005 0.002 0.014 0.111
Cl 0.2261 -5.0678 -1.5904 -0.037 -0.026 -0.013 0.732
C -1.1439 -4.0610 -1.9072 0.032 0.065 -0.004 -0.587
C -2.2055 -4.5548 -2.6781 -0.022 0.022 -0.001 -0.115
C -3.2725 -3.7600 -2.9910 0.015 -0.110 -0.032 -0.610
Cl -4.5575 -4.3944 -3.9791 0.016 0.014 0.018 0.684
C -3.3356 -2.4262 -2.5315 -0.016 0.107 0.039 -0.171
C -4.3902 -1.5253 -2.7879 0.031 -0.048 -0.023 -0.003
C -4.3322 -0.2643 -2.2691 -0.058 0.050 -0.007 -0.020
C -3.2277 0.1198 -1.4937 0.050 -0.099 0.004 -0.097
N -2.2143 -0.6806 -1.2444 -0.112 -0.044 -0.045 0.062
C -2.2616 -1.9489 -1.7540 0.103 -0.062 0.011 -0.144
C -1.1276 -2.7574 -1.4366 -0.006 0.063 0.003 -0.398
O -0.1593 -2.2368 -0.7514 -0.090 -0.017 -0.165 -0.180
H -2.1648 -5.5744 -3.0360 0.001 0.001 -0.002 0.109
H -5.2317 -1.8453 -3.3875 0.002 -0.004 0.007 0.097
H -5.1280 0.4478 -2.4380 0.008 -0.002 0.007 0.112
H -3.1905 1.1052 -1.0605 -0.027 0.056 0.019 0.104
O -1.7199 1.4788 1.4701 -0.030 0.006 -0.046 -0.061
N -1.1732 1.5724 0.2230 -0.022 0.112 -0.164 -0.091
C -1.5339 2.6453 -0.3681 0.035 -0.036 0.017 -0.096
C -1.3764 3.0435 -1.7766 0.062 0.052 -0.069 -0.193
C -2.0070 4.2561 -2.0874 0.006 -0.026 0.080 -0.034
C -1.9706 4.7839 -3.3615 0.007 0.026 -0.059 -0.067
C -1.2799 4.1103 -4.3591 -0.017 0.001 0.007 -0.059
C -0.6480 2.9153 -4.0642 -0.006 -0.081 0.032 -0.085
C -0.7044 2.3441 -2.7925 -0.017 0.068 0.192 -0.260
P 0.3368 0.8831 -2.3432 -0.725 0.373 -0.838 1.120
C 0.0122 -0.3223 -3.6825 0.020 0.081 -0.038 -0.315
C 0.7339 -1.5162 -3.6792 0.042 -0.056 0.001 -0.082
C 0.4088 -2.5470 -4.5480 -0.002 0.027 0.005 -0.063
C -0.6620 -2.4142 -5.4200 -0.021 0.062 0.021 -0.072
C -1.4020 -1.2399 -5.4167 0.017 -0.038 -0.015 -0.074
C -1.0672 -0.2002 -4.5599 -0.057 -0.029 0.064 -0.089
C 1.9015 1.7430 -2.6687 0.111 -0.262 0.009 -0.327
C 2.3822 2.6178 -1.6991 -0.025 -0.018 0.026 -0.075
C 3.5360 3.3456 -1.9341 -0.019 0.008 0.003 -0.066
C 4.2156 3.2023 -3.1385 0.006 -0.009 -0.012 -0.080
C 3.7343 2.3343 -4.1070 0.015 0.013 0.007 -0.077
C 2.5756 1.6040 -3.8745 -0.021 -0.027 0.042 -0.087
H -1.2308 0.6575 1.8131 0.067 -0.093 0.134 0.042
H -2.1227 3.3316 0.2381 -0.026 -0.014 -0.012 0.138
H -2.5284 4.7909 -1.3021 0.005 -0.002 -0.009 0.113
H -2.4655 5.7225 -3.5734 0.004 -0.003 0.002 0.107
H -1.2226 4.5210 -5.3588 0.003 -0.005 0.001 0.109
H -0.0824 2.4120 -4.8385 0.009 -0.002 -0.013 0.110
H 1.5144 -1.6615 -2.9482 -0.005 0.031 0.022 0.083
H 0.9779 -3.4676 -4.5148 -0.004 -0.002 -0.002 0.110
H -0.9301 -3.2257 -6.0844 -0.005 0.002 0.001 0.108
H -2.2531 -1.1311 -6.0774 0.005 -0.004 0.000 0.107
H -1.6818 0.6893 -4.5618 0.020 0.017 0.014 0.094
H 1.8587 2.7176 -0.7545 0.015 0.008 0.027 0.104
H 3.9069 4.0213 -1.1734 -0.006 0.000 0.000 0.099
H 5.1209 3.7677 -3.3194 -0.002 -0.006 -0.002 0.102
H 4.2654 2.2184 -5.0431 -0.006 -0.007 -0.001 0.105
H 2.2093 0.9111 -4.6229 0.012 0.006 -0.014 0.109
C 3.6545 -0.0806 0.5704 0.047 -0.085 0.031 -0.013
C 2.9417 -0.8922 -0.5039 -0.236 -0.173 -0.156 -0.643
C 2.7741 -2.3435 -0.0593 -0.010 0.038 -0.006 -0.023
C 3.8357 -0.8489 -1.7505 0.076 0.033 0.072 -0.027
O 1.6719 -0.3168 -0.8292 0.262 0.151 0.689 -0.394
H 4.6564 -0.4892 0.7266 0.018 0.045 0.005 0.096
H 3.1299 -0.1176 1.5197 0.022 -0.010 -0.028 0.059
H 3.7544 0.9549 0.2401 -0.025 0.018 -0.003 0.068
H 3.7420 -2.7688 0.2169 0.011 -0.008 -0.010 0.091
H 2.3324 -2.9422 -0.8571 0.014 0.006 0.026 0.061
H 2.1146 -2.4008 0.8049 -0.040 -0.012 -0.010 0.063
H 4.7521 -1.4078 -1.5473 0.017 0.019 -0.024 0.089
H 4.1155 0.1780 -1.9935 -0.045 -0.011 -0.027 0.073
H 3.3638 -1.2949 -2.6246 -0.007 -0.020 0.018 0.068
```
Forces are in eV/Å.